Computed, not measured: a structure of composition C21H61BeN4O11 in a non-equilibrium geometry, with wB97M-V/def2-TZVPD.

The calculation puts the HOMO energy at -11.227 eV. The value obtained for the HOMO-LUMO gap is 0.053 hartree. The value obtained for the max |F| is 2.7 eV/A. As for the energy above the lowest of the compared OMol25 structures with the same formula, charge and spin: 254.7 kcal per mole. As for the spin multiplicity: 1. Its charge is +1.

Last column: Mulliken charge in e.
Atoms and positions in Å:
Be  -4.9975  5.2579  -0.4806  0.572
O  -0.8468  -0.1185  1.7378  -0.355
C  -0.8644  0.9547  0.9377  0.786
O  -1.9727  1.4756  0.7200  -0.401
O  0.1163  1.4035  0.3904  -0.345
H  -1.8046  -0.0608  1.7669  0.333
C  -9.1435  1.0288  -5.1922  -1.212
C  -9.2473  0.9975  -3.6427  0.287
C  -10.1237  -0.2153  -3.2017  -0.776
O  -11.5089  -0.0522  -3.5469  -0.323
C  -12.1939  -1.2521  -3.2411  -0.690
N  -7.8732  0.9979  -3.1354  -0.659
H  -8.4970  0.2100  -5.5077  0.347
H  -8.8603  1.9780  -5.6471  0.320
H  -10.1181  0.8291  -5.6376  0.324
H  -9.7288  1.8224  -3.1176  0.287
H  -10.0128  -0.2993  -2.1206  0.387
H  -9.6947  -1.1623  -3.5293  0.385
H  -11.7032  -2.1710  -3.5619  0.300
H  -13.1984  -1.1912  -3.6597  0.237
H  -12.1741  -1.1953  -2.1528  0.314
H  -7.9277  0.5609  -2.2265  0.248
H  -7.3089  0.3167  -3.6229  0.296
C  1.9369  -0.4243  8.1687  -1.283
C  0.7258  -1.3425  8.4394  0.171
C  -0.5724  -0.5632  8.8288  -0.653
O  -1.6408  -1.5194  9.2060  -0.308
C  -2.8776  -0.8087  9.1153  -0.653
N  0.5919  -2.0226  7.1688  -0.611
H  2.1451  0.2265  9.0179  0.369
H  1.7778  0.2643  7.3389  0.331
H  2.7842  -1.0949  8.0255  0.349
H  0.9191  -2.1102  9.1885  0.420
H  -0.7934  0.0353  7.9450  0.326
H  -0.4421  0.1400  9.6513  0.375
H  -3.6732  -1.5537  9.1293  0.244
H  -2.8943  -0.1960  8.2140  0.311
H  -2.9629  -0.1566  9.9845  0.276
H  -0.0897  -2.7679  7.1761  0.287
H  0.1999  -1.3510  6.5244  0.246
C  5.7641  -2.8088  1.1611  -1.386
C  6.0014  -2.7679  -0.3873  0.498
C  6.7675  -3.9410  -0.9040  -0.620
O  8.0912  -3.8821  -0.4086  -0.319
C  8.9354  -4.9615  -0.9033  -0.771
N  4.6235  -2.7940  -0.8717  -0.680
H  6.6002  -3.1860  1.7499  0.334
H  4.9114  -3.4488  1.3882  0.362
H  5.5266  -1.8132  1.5359  0.342
H  6.5099  -1.8400  -0.6491  0.288
H  6.7922  -3.8953  -1.9928  0.332
H  6.2892  -4.8503  -0.5398  0.298
H  9.0949  -5.0408  -1.9786  0.304
H  8.5901  -5.9487  -0.5962  0.320
H  9.9043  -4.8688  -0.4126  0.268
H  4.1535  -1.9903  -0.4802  0.259
H  4.6448  -2.4949  -1.8362  0.232
C  4.4433  5.1049  -5.0034  -1.311
C  4.5380  3.5897  -5.2855  0.469
C  5.7651  2.9687  -4.5835  -0.714
O  7.0153  3.4836  -5.0996  -0.329
C  8.1032  2.8218  -4.5099  -0.765
N  3.3191  2.8401  -4.9307  -0.700
H  3.5996  5.4568  -5.5971  0.343
H  5.3193  5.6732  -5.3162  0.330
H  4.2962  5.2436  -3.9324  0.296
H  4.6373  3.3869  -6.3519  0.330
H  5.7855  1.8984  -4.7888  0.379
H  5.6624  3.0586  -3.5021  0.345
H  8.9872  2.9287  -5.1385  0.274
H  7.9383  1.7446  -4.5322  0.308
H  8.4338  3.1267  -3.5171  0.296
H  3.5272  1.8976  -5.2280  0.293
H  3.2407  2.5954  -3.9539  0.242
C  -0.0001  -6.4891  1.3005  -0.453
O  0.9510  -6.5305  0.1977  -0.503
H  -0.4908  -5.5163  1.3332  0.190
H  -0.7879  -7.2217  1.1251  0.224
H  0.3948  -6.6501  2.3037  0.244
H  1.3832  -5.6933  0.0137  0.295
C  -2.6796  5.8182  -5.9200  -0.529
O  -2.4364  5.1733  -4.6673  -0.498
H  -3.4146  6.6230  -5.9052  0.232
H  -1.7504  6.1973  -6.3454  0.238
H  -3.0323  5.1275  -6.6859  0.255
H  -1.6889  4.5828  -4.7866  0.302
C  -5.9654  -2.9413  2.2687  -0.476
O  -5.4893  -2.1793  3.3683  -0.491
H  -6.9797  -2.6492  1.9967  0.253
H  -5.2545  -2.8716  1.4453  0.188
H  -6.0990  -3.9705  2.6018  0.221
H  -6.1063  -1.4661  3.5476  0.305
C  4.6275  4.6985  2.6571  -0.532
O  3.9746  5.3618  1.6350  -0.473
H  4.9930  3.6929  2.4492  0.243
H  5.4183  5.3515  3.0264  0.232
H  3.9889  4.5452  3.5270  0.243
H  3.1819  4.8498  1.4583  0.287